Entry from the Open Molecules 2025 dataset: a molecular structure, C13H23ClNPmTi at a distorted geometry (ωB97M-V with the def2-TZVPD basis set).

HOMO (spin up / spin down) = 1.47 / 0.26 eV
spin multiplicity = 7
LUMO energy (spin up / spin down) = 4.95 / 4.73 eV
HOMO-LUMO gap (spin up / spin down) = 3.477 / 4.478 eV
max |F| = 1.90 eV/Å
ΔE to the lowest compared entry with this formula, charge and spin = 0.950 eV
total charge = -2
expectation value of S² = 12.030

```
40
Properties=species:S:1:pos:R:3:lowdin_spin:R:1
Pm -0.714 -1.993 -3.089 4.603
Cl -2.795 -0.820 -3.770 0.025
C -1.267 -3.968 -1.957 0.005
C 0.743 -2.302 -4.888 0.013
H -0.994 -4.927 -2.421 -0.001
H -0.767 -3.883 -0.974 0.004
H -2.357 -3.949 -1.788 0.001
H 1.157 -3.318 -5.000 0.000
H 1.578 -1.599 -4.713 0.010
H 0.228 -2.012 -5.812 0.001
Ti 0.023 0.580 0.200 1.250
C 1.153 2.253 -0.033 0.039
C 1.166 -0.478 1.335 -0.031
H 2.203 1.944 -0.156 0.001
H 0.803 2.812 -0.917 0.004
H 1.036 2.880 0.870 0.018
H 2.265 -0.439 1.311 -0.009
H 0.759 -1.351 1.861 -0.010
C -0.069 2.109 5.021 0.000
N -0.875 0.997 4.613 0.001
C -1.386 0.093 5.594 0.000
C -0.913 0.603 3.212 0.006
C -1.863 1.427 2.394 0.013
C -2.874 2.182 3.009 0.000
C -3.722 2.966 2.223 0.017
C -3.570 3.001 0.837 -0.001
C -2.601 2.203 0.209 0.019
C -1.754 1.444 1.001 0.014
H 0.057 2.069 6.114 0.000
H -0.549 3.070 4.768 0.000
H 0.925 2.095 4.537 0.000
H -2.448 0.308 5.816 0.000
H -1.325 -0.941 5.219 0.000
H -0.821 0.197 6.533 0.000
H 0.125 0.659 2.799 0.001
H -1.197 -0.469 3.208 0.001
H -2.977 2.134 4.100 0.000
H -4.483 3.572 2.712 0.002
H -4.205 3.655 0.241 -0.001
H -2.489 2.193 -0.876 0.007
```